1.
Here is a molecular structure, C21H41Br3O10S5 from OMol25. Energies are from the ωB97M-V functional and the def2-TZVPD basis.

Properties
**Kohn-Sham gap**: 9.663 eV
**LUMO**: -0.010 hartree
**Energy above the lowest of the compared OMol25 structures with the same formula, charge and spin**: 0.000 eV
**E**: -11290.05161 a.u.

Cartesian coordinates (Å):
C -0.91 -1.16 -0.09
Br 0.31 -2.63 -0.53
Br -2.47 -1.33 -1.20
Br -0.07 0.53 -0.32
H -1.11 -1.31 0.96
C -0.05 2.69 3.62
C 0.88 2.74 2.39
C 0.34 3.67 1.35
S -0.42 5.03 2.24
O -1.68 5.32 1.62
O 0.54 6.07 2.51
C -0.74 4.03 3.72
H 0.55 2.41 4.48
H -0.77 1.88 3.51
H 1.13 1.81 1.89
H 1.87 3.13 2.67
H -0.52 3.31 0.80
H 1.10 4.02 0.66
H -1.83 3.89 3.71
H -0.63 4.61 4.64
C -1.02 -1.16 4.71
C -0.58 -1.42 6.15
C -0.98 -0.19 6.97
S -2.41 0.53 6.14
O -2.02 1.82 5.65
O -3.60 0.36 6.89
C -2.46 -0.64 4.79
H -0.96 -2.02 4.03
H -0.37 -0.40 4.26
H 0.48 -1.65 6.17
H -1.09 -2.26 6.63
H -0.22 0.59 6.99
H -1.24 -0.43 8.00
H -2.86 -0.12 3.92
H -3.08 -1.49 5.08
C 2.71 -1.12 -3.85
C 2.98 -0.99 -5.35
C 2.53 0.41 -5.71
S 1.30 0.95 -4.50
O 0.05 1.18 -5.16
O 1.89 1.97 -3.66
C 1.33 -0.58 -3.58
H 3.44 -0.55 -3.27
H 2.81 -2.12 -3.43
H 2.42 -1.77 -5.86
H 4.05 -1.11 -5.51
H 2.03 0.52 -6.67
H 3.28 1.21 -5.73
H 0.50 -1.19 -3.96
H 1.13 -0.46 -2.52
C -1.57 5.20 -4.47
C -1.21 6.11 -3.30
C -1.92 5.51 -2.09
S -1.99 3.74 -2.37
O -3.35 3.29 -2.48
O -1.08 3.06 -1.48
C -1.21 3.81 -3.98
H -1.08 5.47 -5.41
H -2.66 5.30 -4.62
H -1.51 7.15 -3.47
H -0.13 6.16 -3.12
H -2.96 5.86 -2.07
H -1.53 5.75 -1.10
H -1.39 2.97 -4.64
H -0.14 3.83 -3.74
C 0.11 -7.54 -1.17
C 0.33 -6.47 -0.09
C 1.44 -6.95 0.78
S 2.62 -7.70 -0.38
O 2.93 -9.03 0.08
O 3.69 -6.80 -0.72
C 1.45 -7.83 -1.77
H -0.60 -7.19 -1.92
H -0.35 -8.44 -0.75
H -0.60 -6.27 0.43
H 0.56 -5.52 -0.57
H 1.21 -7.86 1.33
H 1.94 -6.25 1.44
H 1.65 -8.85 -2.11
H 1.80 -7.10 -2.49


2.
Here is 5 unconnected molecules or ions with the total composition C21H41N4O6S2 from OMol25. Energies are from the ωB97M-V functional and the def2-TZVPD basis.

Properties
**Kohn-Sham gap**: 8.297 eV
**LUMO**: -0.094 hartree
**Charge**: +1
**E**: -2291.32228 a.u.

Cartesian coordinates (Å):
O 0.76 -1.41 -0.55
S 0.52 -1.15 -1.94
O 1.57 -1.32 -2.89
C -0.03 0.56 -2.01
S -0.99 0.91 -0.51
C -2.40 1.88 -1.07
C -3.69 1.05 -1.19
C -3.39 -0.31 -1.77
C -3.37 -1.45 -0.95
C -3.01 -2.68 -1.49
C -2.68 -2.78 -2.84
C -2.70 -1.65 -3.65
C -3.05 -0.41 -3.12
H -0.57 -1.83 -2.38
H -0.59 0.74 -2.91
H 0.87 1.17 -1.95
H -1.45 -0.33 -0.21
H -2.13 2.27 -2.05
H -2.51 2.69 -0.36
H -4.26 0.99 -0.27
H -4.31 1.59 -1.91
H -3.64 -1.33 0.09
H -2.99 -3.54 -0.85
H -2.42 -3.75 -3.23
H -2.43 -1.69 -4.69
H -3.03 0.46 -3.77
C 0.26 1.34 2.53
O -0.41 2.37 2.59
N 0.83 0.71 3.55
C 1.59 -0.52 3.36
C 0.69 1.25 4.90
H 0.39 0.83 1.57
H 1.12 -1.32 3.93
H 2.61 -0.37 3.71
H 1.61 -0.80 2.31
H -0.36 1.31 5.16
H 1.11 2.26 4.93
H 1.21 0.62 5.61
C 5.21 2.19 6.15
O 5.12 0.99 5.99
N 5.04 3.10 5.17
C 5.13 4.53 5.41
C 4.76 2.61 3.84
H 5.42 2.64 7.14
H 4.19 5.01 5.16
H 5.93 4.96 4.81
H 5.34 4.71 6.46
H 3.85 2.01 3.86
H 5.58 1.97 3.50
H 4.64 3.44 3.15
C 0.33 -4.07 3.75
O -0.58 -3.38 3.32
N 1.12 -4.85 3.00
C 2.19 -5.64 3.57
C 0.89 -4.90 1.57
H 0.58 -4.09 4.82
H 3.15 -5.34 3.15
H 2.03 -6.70 3.37
H 2.23 -5.49 4.65
H 1.00 -3.90 1.13
H -0.12 -5.25 1.36
H 1.61 -5.57 1.11
C -2.92 1.18 -6.40
O -2.04 1.01 -5.56
N -2.81 1.96 -7.47
C -3.89 2.12 -8.43
C -1.56 2.68 -7.69
H -3.90 0.67 -6.33
H -3.56 1.79 -9.42
H -4.19 3.16 -8.49
H -4.75 1.52 -8.13
H -0.73 1.97 -7.77
H -1.36 3.34 -6.84
H -1.64 3.27 -8.60


3.
Here is 3 unconnected molecules or ions with the total composition C21H42F5IO11S3Si from OMol25. Energies are from the ωB97M-V functional and the def2-TZVPD basis.

Properties
**Kohn-Sham gap**: 9.434 eV
**LUMO**: 0.002 hartree
**SMILES string**: CC[C@H](I)[Si@@](CCCCCOC(C)=O)(C[C@H](C)O)S(=O)(=O)C(F)(F)C(F)(F)F.CCOS(C)(=O)=O.CCOS(C)(=O)=O
**E**: -3933.89721 a.u.

Cartesian coordinates (Å):
C -1.62 -4.78 0.85
C -2.20 -3.38 1.35
C -2.53 -2.31 0.20
I -2.86 -3.19 -1.78
Si -1.24 -0.86 0.18
C -1.38 -0.05 1.94
C -2.84 -0.17 2.59
C -3.99 0.65 1.83
C -5.39 -0.18 1.88
C -6.21 -0.07 0.51
O -5.63 -0.86 -0.57
C -6.64 -1.45 -1.39
C -7.47 -2.69 -0.77
O -6.81 -1.01 -2.54
C 0.53 -1.56 0.08
C 0.93 -2.25 -1.31
C 1.57 -3.74 -1.13
O 1.99 -1.47 -1.96
S -1.72 0.72 -1.23
O -1.88 2.08 -0.56
O -3.05 0.35 -1.88
C -0.51 0.97 -2.62
F -0.30 -0.18 -3.43
F -1.13 1.91 -3.51
C 0.88 1.68 -2.19
F 1.96 1.33 -3.04
F 0.70 3.07 -2.40
F 1.19 1.53 -0.83
H -2.33 -5.40 0.22
H -0.60 -4.59 0.38
H -1.41 -5.40 1.80
H -1.42 -2.89 2.04
H -3.12 -3.55 2.01
H -3.54 -1.83 0.49
H -1.06 1.05 1.85
H -0.62 -0.58 2.62
H -2.76 0.30 3.64
H -3.22 -1.23 2.75
H -4.21 1.64 2.36
H -3.78 0.88 0.73
H -6.07 0.23 2.72
H -5.25 -1.29 2.09
H -6.15 1.03 0.18
H -7.30 -0.36 0.67
H -7.72 -3.44 -1.60
H -8.39 -2.25 -0.27
H -6.82 -3.13 0.05
H 0.60 -2.38 0.88
H 1.29 -0.76 0.43
H 0.08 -2.38 -2.06
H 0.74 -4.49 -1.34
H 2.30 -3.84 -2.02
H 2.09 -3.86 -0.13
H 2.53 -1.01 -1.28
O 4.63 -2.38 0.03
S 5.95 -2.21 0.56
O 6.58 -0.92 0.63
O 6.95 -3.24 -0.18
C 7.03 -3.21 -1.61
C 7.82 -2.01 -2.10
C 6.03 -2.95 2.17
H 6.03 -3.23 -2.05
H 7.53 -4.13 -1.92
H 7.30 -1.08 -1.88
H 7.96 -2.06 -3.18
H 8.80 -1.97 -1.62
H 5.59 -3.95 2.12
H 5.45 -2.32 2.85
H 7.07 -3.00 2.49
O 0.57 7.98 2.06
S 1.39 8.01 0.87
O 0.91 8.58 -0.36
O 1.96 6.53 0.58
C 1.02 5.45 0.45
C 0.30 5.48 -0.88
C 2.93 8.77 1.27
H 0.31 5.46 1.29
H 1.60 4.53 0.53
H -0.34 6.36 -0.96
H -0.32 4.60 -1.01
H 1.02 5.54 -1.70
H 3.32 8.32 2.18
H 2.75 9.84 1.42
H 3.62 8.63 0.44


Question: Among the records above, which one has the highest E?
Answer: C21H41N4O6S2